(1)
This record from the Open Molecules 2025 dataset describes a molecular structure, AlHO at a distorted geometry. The level of theory is the ωB97M-V functional and the def2-TZVPD basis.

frontier orbital gap	2.93	eV
net charge	+2
E_tot	-8631.739	eV
LUMO level	-18.56	eV
M	43.99	g mol⁻¹
ΔE to the lowest compared entry with this formula, charge and spin	114.8	kJ/mol
strongest force on any atom	1.9	eV/A
highest occupied orbital energy	-21.5	eV

XYZ file:
```
3
Properties=species:S:1:pos:R:3:forces:R:3
Al 1.354 -20.723 15.472 0.1 0.0 -0.3
O -0.295 -20.350 20.145 -0.8 0.4 -1.4
H 0.142 -20.571 20.990 0.7 -0.4 1.7
```
Forces are in eV/Å.



(2)
This record from the Open Molecules 2025 dataset describes a molecular structure, C28H56BN5O8S at a distorted geometry. The level of theory is the ωB97M-V functional and the def2-TZVPD basis.

frontier orbital gap	7.60	eV
E_tot	-65279.836	eV
LUMO level	-0.79	eV
M	633.66	g mol⁻¹
strongest force on any atom	3.3	eV/A
highest occupied orbital energy	-8.4	eV

XYZ file:
```
99
Properties=species:S:1:pos:R:3:forces:R:3
C -0.816 6.286 0.054 0.7 0.2 -0.2
C 0.033 5.148 -0.652 0.0 0.9 1.1
O -0.731 3.952 -0.842 0.2 1.2 -0.9
C -1.794 4.172 -1.793 -0.4 -0.9 0.2
C -1.888 2.886 -2.707 -0.9 1.7 -0.1
O -0.715 2.804 -3.525 -0.3 -1.2 0.7
C 0.204 1.802 -3.067 1.4 0.0 0.2
C 1.204 1.479 -4.272 -2.0 0.8 -0.5
O 1.556 0.093 -4.349 1.2 1.2 0.7
C 2.938 -0.164 -4.115 0.8 -2.0 -0.1
C 3.115 -1.289 -3.012 0.9 -1.5 1.8
C 1.884 -1.789 -2.279 1.7 -1.5 1.7
C 1.919 -2.798 -1.207 0.1 0.9 -1.3
B 0.487 -3.158 -0.526 0.1 0.3 -0.5
O 0.123 -4.511 -0.241 0.9 1.8 0.8
C -0.497 -1.901 -0.237 -0.1 -0.5 0.1
C -0.716 -1.733 1.341 -0.1 0.7 -0.7
C 3.218 -3.433 -0.769 -0.3 1.5 -1.9
N 3.425 -4.376 0.198 1.4 1.9 -2.0
S 5.104 -4.625 0.192 -1.7 1.9 -2.1
N 5.533 -3.585 -1.045 -1.1 0.5 0.0
C 4.448 -2.908 -1.558 -0.3 -1.9 2.0
C 4.413 -1.855 -2.653 -2.0 0.3 0.1
C 5.719 -1.367 -3.372 -0.7 0.5 0.6
N 6.945 -1.496 -2.517 -0.6 0.8 -0.2
H -1.497 5.884 0.852 0.6 0.3 -0.9
H -1.393 6.867 -0.714 0.3 -0.5 0.9
H -0.095 7.000 0.552 -0.8 -0.7 -0.6
H 0.910 4.919 0.026 -1.0 -0.1 -0.9
H 0.433 5.576 -1.621 -0.4 -0.7 0.8
H -2.755 4.319 -1.208 0.8 -0.2 -0.8
H -1.620 5.097 -2.422 0.0 -1.1 0.6
H -2.106 1.966 -2.100 0.5 0.8 -0.5
H -2.771 3.066 -3.398 0.9 -0.4 0.7
H 0.778 2.223 -2.187 -0.6 -0.5 -0.8
H -0.308 0.862 -2.713 0.3 0.8 -0.6
H 0.600 1.708 -5.207 0.7 -0.2 1.0
H 2.065 2.198 -4.280 -0.5 -0.9 0.2
H 3.568 0.736 -3.880 -0.8 -0.6 0.0
H 3.367 -0.613 -5.068 -0.4 0.6 0.9
H 0.882 -1.352 -2.543 1.4 -0.5 0.2
H 0.214 -4.622 0.729 -0.4 -0.2 -0.7
H -0.094 -0.925 -0.617 -0.2 -1.0 0.2
H -1.451 -2.113 -0.803 0.6 0.3 0.8
H -0.752 -0.616 1.527 0.1 -1.4 0.1
H 0.156 -2.174 1.907 -1.1 0.5 -0.3
H -1.706 -2.141 1.670 1.1 0.1 -0.2
H 5.816 -1.915 -4.354 0.1 0.5 1.0
H 5.595 -0.254 -3.568 -0.3 -1.3 -0.2
H 7.473 -0.634 -2.698 0.0 -0.6 0.1
H 6.653 -1.406 -1.534 0.2 -0.3 -0.6
C 5.278 1.691 2.922 0.1 -0.3 0.0
O 5.521 0.818 4.011 -0.1 0.4 -0.1
C 5.212 1.388 5.282 0.0 -0.4 0.3
C 3.979 0.727 5.887 0.0 0.2 -0.4
N 2.766 1.093 5.159 0.1 -0.2 0.2
C 1.594 0.292 5.516 0.1 0.1 -0.3
C 1.648 -1.214 5.233 -0.4 0.0 0.1
O 1.665 -1.544 3.851 0.3 0.0 0.3
C 2.950 -1.506 3.248 -0.3 -0.1 -0.3
H 5.717 1.245 2.028 0.0 -0.1 0.1
H 4.206 1.816 2.749 0.0 0.2 -0.1
H 5.744 2.668 3.085 -0.1 0.0 0.0
H 5.095 2.476 5.226 -0.1 -0.1 -0.1
H 6.067 1.181 5.932 0.0 0.0 0.0
H 3.879 1.041 6.931 0.0 0.0 0.0
H 4.144 -0.356 5.869 0.2 0.0 0.1
H 2.932 0.983 4.166 0.0 0.0 0.1
H 0.753 0.707 4.954 0.0 -0.1 0.1
H 1.371 0.449 6.577 0.1 -0.1 0.0
H 0.723 -1.647 5.626 0.0 0.0 -0.1
H 2.462 -1.718 5.765 0.1 0.1 -0.1
H 3.747 -1.782 3.943 0.0 0.1 0.0
H 3.141 -0.519 2.819 0.2 0.0 0.1
H 2.954 -2.219 2.420 0.0 0.0 0.1
C -6.785 -0.943 -3.709 0.1 0.2 0.1
O -7.196 -0.112 -2.636 -0.1 -0.3 -0.2
C -8.229 -0.682 -1.835 0.0 0.3 0.4
C -7.698 -1.067 -0.459 0.2 -0.2 -0.4
N -6.795 -2.214 -0.537 -0.1 0.2 0.2
C -6.048 -2.467 0.696 0.1 0.0 -0.3
C -5.079 -1.381 1.177 0.1 -0.3 0.3
O -3.953 -1.191 0.331 -0.3 0.2 0.1
C -4.179 -0.332 -0.773 0.4 -0.2 0.0
H -6.142 -0.355 -4.364 0.0 0.0 0.1
H -6.209 -1.799 -3.345 -0.1 -0.2 -0.1
H -7.643 -1.293 -4.290 0.0 -0.1 0.0
H -8.710 -1.532 -2.329 0.2 0.0 0.0
H -8.987 0.096 -1.704 0.0 0.0 0.0
H -8.539 -1.317 0.195 0.0 0.0 0.0
H -7.191 -0.189 -0.044 -0.2 0.2 0.0
H -6.129 -2.059 -1.283 -0.1 0.0 0.0
H -5.468 -3.379 0.525 0.0 0.0 0.1
H -6.759 -2.693 1.498 0.0 0.1 0.0
H -4.672 -1.716 2.136 0.0 0.0 -0.1
H -5.578 -0.427 1.382 0.0 0.0 -0.2
H -4.904 0.456 -0.550 -0.1 -0.1 0.0
H -4.498 -0.907 -1.646 -0.2 0.2 -0.1
H -3.228 0.140 -1.032 0.0 0.0 0.1
```
Forces are in eV/Å.



(3)
This record from the Open Molecules 2025 dataset describes a single C13H16N2O6 molecule at a distorted geometry. The level of theory is the ωB97M-V functional and the def2-TZVPD basis.

frontier orbital gap	9.32	eV
E_tot	-29003.320	eV
LUMO level	0.48	eV
M	296.28	g mol⁻¹
ΔE to the lowest compared entry with this formula, charge and spin	438.5	kJ/mol
strongest force on any atom	4.8	eV/A
highest occupied orbital energy	-8.8	eV
SMILES	N[C@@H](CC(=O)O)C(=O)N[C@@H](Cc1ccc(O)cc1)C(=O)O

XYZ file:
```
37
Properties=species:S:1:pos:R:3:forces:R:3
N 2.178 -2.843 -1.789 1.3 2.2 1.3
C 1.214 -1.705 -2.076 1.1 -3.2 1.7
C 1.470 -1.044 -3.377 -0.6 -1.2 -2.7
C 2.499 0.075 -3.388 1.8 -0.2 2.6
O 3.359 0.272 -2.509 -1.7 -0.8 -1.2
O 2.474 0.894 -4.422 0.1 -0.2 -1.0
C -0.148 -2.323 -1.743 0.1 2.9 -2.6
O -0.450 -3.426 -2.151 -0.6 0.5 1.1
N -1.039 -1.273 -1.367 -1.6 -2.0 2.4
C -0.826 -0.190 -0.138 -0.1 -2.1 -3.3
C -0.761 -0.820 1.293 -1.6 0.9 -0.6
C -1.210 0.284 2.290 1.4 0.2 1.9
C -2.549 0.695 2.405 1.9 -0.1 -0.8
C -2.992 1.769 3.173 2.4 2.8 0.4
C -1.961 2.653 3.681 1.6 -2.1 2.1
O -2.030 3.874 4.438 -2.4 -1.8 -2.5
C -0.645 2.069 3.846 -0.4 0.8 -1.5
C -0.209 0.935 3.181 -3.5 -0.9 -0.9
C 0.414 0.438 -0.800 -1.8 1.6 3.7
O 0.299 1.081 -1.760 -0.8 2.1 -4.3
O 1.518 0.489 -0.116 1.1 -1.0 3.1
H 1.678 -3.697 -1.589 -0.1 0.0 0.1
H 2.745 -2.544 -0.935 -0.9 -0.9 -1.6
H 1.351 -0.930 -1.393 0.9 -0.1 1.1
H 1.782 -1.936 -4.048 -0.2 1.9 0.5
H 0.537 -0.616 -3.776 0.3 -0.2 -0.1
H 3.352 1.325 -4.400 -0.5 0.2 0.1
H -1.944 -1.769 -1.244 0.4 0.8 0.0
H -1.729 0.508 -0.408 1.9 -1.2 1.1
H 0.185 -1.250 1.577 0.7 0.4 -0.2
H -1.407 -1.722 1.235 -0.2 0.7 0.4
H -3.184 0.251 1.674 -1.0 -0.5 0.0
H -4.008 2.092 3.201 -0.6 0.0 -0.1
H -2.924 4.180 4.153 0.9 0.4 0.8
H 0.114 2.676 4.324 -0.2 0.0 0.5
H 0.703 0.452 3.496 0.4 0.1 -0.6
H 2.144 1.074 -0.535 0.6 0.3 -0.7
```
Forces are in eV/Å.



(4)
This record from the Open Molecules 2025 dataset describes a molecular structure, Cl2HOPS at a distorted geometry. The level of theory is the ωB97M-V functional and the def2-TZVPD basis.

frontier orbital gap	8.50	eV
E_tot	-47232.643	eV
LUMO level	-1.41	eV
M	150.95	g mol⁻¹
ΔE to the lowest compared entry with this formula, charge and spin	257.9	kJ/mol
strongest force on any atom	2.3	eV/A
highest occupied orbital energy	-9.9	eV

XYZ file:
```
6
Properties=species:S:1:pos:R:3:forces:R:3
O 1.471 -2.132 0.319 -0.2 -1.1 -0.2
P 1.916 -0.758 0.367 0.9 0.5 1.2
S -2.529 0.661 0.428 0.0 1.7 0.1
Cl -0.584 0.162 -0.058 -1.4 0.9 -0.1
Cl 2.269 -0.056 -1.500 0.2 0.2 -0.9
H -2.545 2.123 0.443 0.5 -2.3 -0.2
```
Forces are in eV/Å.



(5)
This record from the Open Molecules 2025 dataset describes a molecular structure, C6H15N at a distorted geometry. The level of theory is the ωB97M-V functional and the def2-TZVPD basis.

2S+1	2
⟨S²⟩	0.76
frontier orbital gap (spin up / spin down)	5.39 / 5.80	eV
net charge	-1
E_tot	-7950.480	eV
LUMO level (spin up / spin down)	4.06 / 3.93	eV
M	101.19	g mol⁻¹
ΔE to the lowest compared entry with this formula, charge and spin	324.5	kJ/mol
strongest force on any atom	3.0	eV/A
highest occupied orbital energy (spin up / spin down)	-1.3 / -1.9	eV

XYZ file:
```
22
Properties=species:S:1:pos:R:3:forces:R:3
C 1.952 1.066 0.425 0.4 -1.1 0.0
C 1.414 0.646 -0.915 0.9 0.3 -0.6
C 0.022 0.335 -1.168 -2.9 0.2 0.9
C -0.986 0.250 -0.043 -0.6 -0.1 0.5
C -2.119 1.301 -0.042 0.8 0.4 -0.9
C -1.495 -1.188 0.081 1.1 -1.0 0.5
N 1.335 -1.817 1.020 -0.2 0.7 0.0
H 3.032 1.240 0.325 -0.2 0.2 0.0
H 1.475 1.908 0.936 -0.2 0.1 -0.2
H 1.872 0.110 1.003 -0.1 0.5 0.3
H 1.967 1.006 -1.787 0.0 -0.5 0.0
H 0.987 -0.560 -0.841 1.2 0.5 -0.2
H -0.422 -0.006 -2.099 0.7 0.2 -0.4
H -0.420 0.445 0.868 0.0 -0.1 0.2
H -1.627 2.268 0.101 -0.3 0.2 0.1
H -2.605 1.364 -1.025 -0.1 -0.2 0.2
H -2.874 1.145 0.732 0.1 -0.1 0.0
H -1.441 -1.745 -0.862 -0.4 0.2 -0.2
H -0.656 -1.651 0.676 -0.6 -0.1 -0.3
H -2.444 -1.413 0.585 -0.1 0.5 -0.1
H 1.516 -2.356 1.862 0.2 -0.5 -0.3
H 1.516 -2.347 0.169 0.2 -0.7 0.4
```
Forces are in eV/Å.